No. 1
{
  "formula": "C21H28BrMnN2",
  "method": "wB97M-V/def2-TZVPD",
  "species": ["Br", "Mn", "N", "N", "C", "C", "C", "C", "C", "C", "C", "C", "C", "C", "C", "C", "C", "C", "C", "C", "C", "C", "C", "C", "C", "H", "H", "H", "H", "H", "H", "H", "H", "H", "H", "H", "H", "H", "H", "H", "H", "H", "H", "H", "H", "H", "H", "H", "H", "H", "H", "H", "H"],
  "positions_angstrom": [[-1.23, -2.44, 1.54], [0.26, -1.11, -0.31], [-0.30, -2.99, -0.94], [0.75, 2.85, 1.69], [-0.93, -3.61, 0.06], [-4.08, 1.99, -1.14], [-2.33, 3.03, -2.58], [-1.29, -4.98, -0.02], [2.57, -1.50, 1.03], [-0.42, 2.03, 2.19], [3.78, -1.43, 1.72], [1.65, 2.17, 0.62], [1.60, 3.32, 2.86], [3.64, 0.97, 1.69], [0.49, -5.89, -3.21], [0.15, -3.74, -1.99], [-0.17, -5.09, -2.15], [-2.31, 3.45, -0.09], [2.39, 0.90, 1.03], [-2.62, 2.43, -1.21], [1.85, -0.34, 0.67], [4.36, -0.20, 2.03], [-1.77, 1.25, -1.05], [-0.97, -5.71, -1.16], [-0.99, 0.30, -0.84], [-3.00, 3.88, -2.74], [-4.33, 1.39, -0.26], [2.13, 2.48, 3.33], [0.65, -3.18, -2.78], [-1.05, 2.76, 2.75], [1.49, -6.09, -2.85], [0.95, 1.98, -0.18], [-2.43, 2.98, 0.88], [-1.86, -5.34, 0.80], [2.14, -2.47, 0.77], [5.31, -0.18, 2.54], [2.29, 2.99, 0.35], [-4.32, 1.37, -2.03], [-2.42, 2.33, -3.38], [-2.99, 4.28, -0.15], [2.40, 4.07, 2.53], [0.94, 3.80, 3.60], [-0.89, 1.56, 1.31], [4.33, -2.35, 1.93], [-1.22, -6.78, -1.29], [0.05, -6.89, -3.32], [0.04, 1.19, 2.79], [0.40, 3.70, 1.18], [4.09, 1.94, 2.01], [-1.34, 3.89, -0.23], [0.63, -5.31, -4.16], [-1.33, 3.50, -2.71], [-4.74, 2.87, -1.14]],
  "total_charge": 1,
  "spin_multiplicity": 6,
  "lumo_energy_ev": [-2.660, -2.885],
  "molar_mass_g_mol": 443.311,
  "s2": 8.771,
  "orbital_gap_ev": [7.2, 8.4],
  "de_lowest_kcal_mol": 0.0,
  "energy_ev": -126565.3018,
  "fmax_ha_per_bohr": 0.0796
}



No. 2
{
  "formula": "C21H28CaCl4O2Sb",
  "method": "wB97M-V/def2-TZVPD",
  "species": ["Sb", "Ca", "Cl", "Cl", "Cl", "Cl", "O", "O", "C", "C", "C", "C", "C", "C", "C", "C", "C", "C", "C", "C", "C", "C", "C", "C", "C", "C", "C", "C", "C", "H", "H", "H", "H", "H", "H", "H", "H", "H", "H", "H", "H", "H", "H", "H", "H", "H", "H", "H", "H", "H", "H", "H", "H", "H", "H", "H", "H"],
  "positions_angstrom": [[-1.55, -0.37, -0.23], [1.58, -0.37, -0.23], [4.81, 5.02, 3.00], [0.96, 4.80, -0.85], [2.84, 6.46, 1.03], [4.93, 1.89, 3.12], [3.02, 0.56, 1.21], [1.30, 1.82, -0.51], [2.89, 4.71, 1.08], [2.12, -2.05, 2.25], [2.97, 1.84, 1.16], [-0.66, 0.37, -3.05], [-1.28, -3.37, 0.23], [-3.58, -0.25, 0.59], [4.07, -0.92, 1.45], [4.17, -1.83, 0.42], [3.26, -2.85, 0.31], [-1.95, 2.17, -1.87], [3.04, -1.02, 2.36], [-1.84, 0.66, -2.12], [-3.63, 0.93, 1.57], [2.23, -2.97, 1.23], [2.06, 3.94, 0.25], [2.06, 2.51, 0.25], [-2.77, -2.85, -1.71], [3.81, 2.66, 1.99], [-4.67, -0.08, -0.47], [3.77, 4.07, 1.95], [-1.51, -2.44, -0.95], [4.97, -1.74, -0.30], [-2.10, 2.71, -2.83], [-3.76, -1.18, 1.17], [-1.19, -4.42, -0.11], [-0.60, -0.72, -3.25], [-3.43, 1.88, 1.05], [-0.33, -3.09, 0.75], [-5.67, -0.06, 0.01], [2.95, -0.30, 3.16], [-2.77, 0.30, -2.61], [-2.95, -2.16, -2.56], [-2.81, 2.39, -1.21], [-4.54, 0.87, -1.03], [-0.80, 0.89, -4.02], [1.32, -2.13, 2.97], [3.34, -3.57, -0.49], [-2.87, 0.78, 2.37], [-3.65, -2.84, -1.03], [-1.02, 2.54, -1.39], [1.58, -0.37, -2.33], [-2.11, -3.29, 0.96], [-2.66, -3.88, -2.10], [-0.64, -2.53, -1.64], [4.79, -0.12, 1.55], [0.29, 0.71, -2.58], [-4.66, -0.91, -1.20], [1.53, -3.78, 1.16], [-4.63, 0.98, 2.06]],
  "total_charge": -1,
  "spin_multiplicity": 1,
  "lumo_energy_ev": 2.528,
  "molar_mass_g_mol": 616.103,
  "orbital_gap_ev": 6.5,
  "de_lowest_kcal_mol": 31.2,
  "energy_ev": -101391.6405,
  "fmax_ha_per_bohr": 0.0977
}



No. 3
{
  "formula": "C21H28CaCl4O2Sb",
  "method": "wB97M-V/def2-TZVPD",
  "species": ["Sb", "Ca", "Cl", "Cl", "Cl", "Cl", "O", "O", "C", "C", "C", "C", "C", "C", "C", "C", "C", "C", "C", "C", "C", "C", "C", "C", "C", "C", "C", "C", "C", "H", "H", "H", "H", "H", "H", "H", "H", "H", "H", "H", "H", "H", "H", "H", "H", "H", "H", "H", "H", "H", "H", "H", "H", "H", "H", "H", "H"],
  "positions_angstrom": [[0.15, -0.98, 0.96], [-1.53, 0.97, -0.83], [2.77, 2.38, -3.33], [2.87, 6.09, 0.63], [4.11, 4.81, -1.93], [0.25, 4.99, 1.89], [-0.92, 2.69, 0.48], [0.30, 1.42, -2.05], [0.88, 4.19, 0.43], [0.77, 2.44, -1.38], [-4.33, -0.20, -0.61], [1.84, 0.40, 0.82], [-0.57, -2.82, 3.29], [-3.79, -0.89, -1.68], [0.79, -1.67, -1.94], [2.62, 4.14, -1.26], [-3.47, -0.22, -2.85], [-0.32, -3.52, -0.67], [0.72, -2.40, -0.60], [-4.56, 1.15, -0.71], [0.69, -2.15, 2.74], [1.99, 3.04, -1.87], [3.20, -0.27, 1.03], [-4.26, 1.82, -1.88], [-3.70, 1.14, -2.94], [1.63, 1.53, 1.83], [2.07, 4.72, -0.12], [1.77, -3.21, 2.48], [0.17, 3.06, -0.13], [-1.33, -2.04, 3.51], [-2.16, -0.94, -0.18], [1.06, -1.43, 3.50], [2.03, -3.73, 3.43], [-0.34, -3.36, 4.23], [-3.62, -1.95, -1.61], [3.28, -0.65, 2.07], [-1.32, -3.11, -0.90], [4.01, 0.48, 0.88], [-0.20, -1.22, -2.19], [0.66, 2.03, 1.64], [1.62, 1.12, 2.86], [-3.04, -0.75, -3.68], [-3.46, 1.66, -3.85], [1.55, -0.87, -1.90], [-4.99, 1.69, 0.13], [-0.04, -4.25, -1.47], [1.42, -3.97, 1.76], [-4.46, 2.88, -1.96], [2.70, -2.76, 2.08], [-0.99, -3.53, 2.55], [1.82, 0.84, -0.20], [1.72, -2.82, -0.38], [3.34, -1.09, 0.30], [2.44, 2.28, 1.74], [-0.37, -4.06, 0.29], [-4.57, -0.73, 0.30], [1.08, -2.37, -2.75]],
  "total_charge": -1,
  "spin_multiplicity": 1,
  "lumo_energy_ev": 2.571,
  "molar_mass_g_mol": 616.103,
  "orbital_gap_ev": 5.8,
  "de_lowest_kcal_mol": 0.0,
  "energy_ev": -101392.9937,
  "fmax_ha_per_bohr": 0.0479
}



No. 4
{
  "formula": "C21H28ClN3O2ScSe",
  "method": "wB97M-V/def2-TZVPD",
  "species": ["Se", "Sc", "Cl", "O", "O", "N", "N", "N", "C", "C", "C", "C", "C", "C", "C", "C", "C", "C", "C", "C", "C", "C", "C", "C", "C", "C", "C", "C", "C", "H", "H", "H", "H", "H", "H", "H", "H", "H", "H", "H", "H", "H", "H", "H", "H", "H", "H", "H", "H", "H", "H", "H", "H", "H", "H", "H", "H"],
  "positions_angstrom": [[-5.18, -2.72, 0.81], [-0.33, -1.43, 0.16], [-0.26, -3.76, 0.05], [-0.30, -0.96, -4.09], [1.03, 0.33, 3.97], [-0.15, -0.50, 2.25], [-2.46, -1.64, 0.52], [-0.77, -0.63, -1.91], [-1.50, 1.59, -2.66], [1.66, -0.91, -0.11], [-0.34, 0.71, 4.27], [-3.22, -0.11, -2.09], [1.96, -0.56, -1.44], [2.61, 0.65, -1.73], [3.08, 1.43, -0.67], [2.79, 1.12, -3.15], [0.10, -1.03, -2.83], [3.00, 0.99, 0.65], [1.02, -0.36, 2.83], [2.35, -0.22, 0.92], [2.32, -0.82, 2.28], [-1.17, 0.10, 3.15], [1.50, -1.47, -2.53], [-1.83, 0.11, -2.65], [3.57, 1.80, 1.78], [-1.69, -0.47, -4.05], [-1.98, 1.16, 2.41], [-2.07, -0.98, 3.72], [-3.56, -2.07, 0.64], [2.79, 2.11, 2.50], [4.34, 1.25, 2.34], [-2.35, -1.34, -4.20], [-1.81, 0.25, -4.87], [2.28, -1.92, 2.23], [4.03, 2.72, 1.39], [-2.69, -1.44, 2.95], [-0.57, 0.31, 5.26], [3.14, -0.51, 2.94], [3.27, 0.37, -3.78], [-3.45, -1.17, -2.03], [1.45, -2.52, -2.19], [3.41, 2.02, -3.16], [1.09, -2.22, 0.20], [3.57, 2.39, -0.88], [-2.55, 0.71, 1.59], [1.82, 1.38, -3.61], [-3.94, 0.38, -2.75], [2.10, -1.43, -3.45], [-2.22, 2.12, -3.30], [-0.37, 1.81, 4.29], [-2.72, -0.53, 4.49], [-1.30, 1.92, 2.01], [-3.33, 0.32, -1.09], [-1.45, -1.76, 4.19], [-0.49, 1.77, -3.05], [-1.56, 2.01, -1.64], [-2.67, 1.64, 3.11]],
  "total_charge": -1,
  "spin_multiplicity": 1,
  "lumo_energy_ev": [2.640, 2.640],
  "molar_mass_g_mol": 513.843,
  "orbital_gap_ev": [3.9, 3.9],
  "energy_ev": -129368.1397,
  "fmax_ha_per_bohr": 0.0853
}